# 1
The following is a quantum chemistry calculation of 12 unconnected molecules or ions with the total composition C45H99N5O21 at a distorted geometry, from OMol25.

The geometry in XYZ format:
```
170
C45H99N5O21 (ωB97M-V/def2-TZVPD)
O -5.3853 -3.7442 2.7841
C -5.6819 -4.2844 3.8623
C -6.2982 -3.4738 4.9979
C -6.8156 -4.0494 6.1926
O -7.5545 -3.3501 7.0896
C -6.7170 -5.5062 6.4782
O -7.2293 -6.0767 7.4591
C -6.0107 -6.3258 5.4417
C -5.5567 -5.7736 4.2576
O -4.9462 -6.6464 3.4346
H -6.2994 -2.4029 4.8583
H -7.7934 -3.8562 7.8695
H -5.9350 -7.4031 5.4310
H -4.5367 -6.2929 2.6415
C -0.2832 -6.4186 -7.9238
N 0.8562 -5.8391 -8.6135
C 1.3270 -4.5504 -8.1652
C 1.0945 -6.3601 -9.8917
O 1.9388 -5.9110 -10.6731
H -0.3692 -7.5050 -7.9032
H -1.1951 -5.8721 -8.1645
H -0.1766 -6.2994 -6.8456
H 2.3481 -4.4135 -8.5214
H 0.8233 -3.7790 -8.7477
H 1.1153 -4.4621 -7.0997
H 0.4272 -7.2208 -10.0533
C -3.0689 -4.3955 -3.9446
N -3.3333 -5.5388 -3.0410
C -3.9762 -6.7938 -3.6261
C -2.8831 -5.4777 -1.7529
O -2.9613 -6.3300 -0.8654
H -3.9732 -4.3198 -4.5484
H -2.1010 -4.5096 -4.4327
H -2.9480 -3.4283 -3.4566
H -3.3411 -7.1213 -4.4492
H -4.1713 -7.6525 -2.9837
H -4.8321 -6.4360 -4.1983
H -2.4673 -4.4846 -1.5226
C -0.1124 -0.7826 5.1057
N 0.7004 0.3158 5.6044
C 1.2924 1.2283 4.7075
C 0.9524 0.4210 6.9363
O 1.6065 1.3819 7.2658
H 0.5132 -1.4048 4.4658
H -0.9435 -0.3318 4.5634
H -0.5048 -1.4497 5.8732
H 1.0577 2.1989 5.1445
H 2.3398 0.9883 4.8909
H 1.1469 1.0785 3.6377
H 0.3835 -0.2260 7.6218
C 7.4598 0.7203 1.2452
N 7.4738 0.1324 -0.1413
C 7.0361 1.0720 -1.1575
C 7.8877 -1.1416 -0.4161
O 7.9780 -1.5662 -1.5867
H 6.8045 1.5807 1.3812
H 8.4573 1.0756 1.5038
H 7.2486 -0.1140 1.9141
H 7.5524 2.0250 -1.0424
H 7.2613 0.6790 -2.1489
H 5.9489 1.0587 -1.0794
H 7.9664 -1.7163 0.5197
C 1.9467 4.0481 -6.3280
N 0.7613 3.1056 -6.3555
C 0.2758 2.5251 -5.0777
C -0.0408 3.0717 -7.4312
O -1.1108 2.4681 -7.4719
H 2.0009 4.7791 -7.1347
H 2.9092 3.5437 -6.4142
H 2.1483 4.5426 -5.3778
H 1.1965 2.3057 -4.5370
H -0.2819 3.2598 -4.4969
H -0.3088 1.6051 -5.0813
H 0.4886 3.5632 -8.2620
C -8.8376 8.0067 -1.5494
O -8.1462 6.8388 -1.1224
C -8.5920 5.6823 -1.7943
C -7.5202 4.5828 -1.3903
O -7.4060 4.0962 0.0097
C -8.6319 3.8824 0.6695
H -8.5929 8.8951 -0.9672
H -9.8726 7.9335 -1.2157
H -8.7709 8.2754 -2.6037
H -8.5907 5.9133 -2.8596
H -9.6283 5.5219 -1.4967
H -6.5110 4.8986 -1.6550
H -7.7412 3.6541 -1.9162
H -8.3269 3.3828 1.5890
H -9.3580 3.2295 0.1852
H -9.0762 4.8651 0.8282
C -2.4606 0.6285 0.8959
O -1.5385 -0.3523 0.4201
C -0.4716 0.3047 -0.3617
C 0.1989 -0.7135 -1.2794
O 1.3367 -0.2005 -1.8729
C 2.0208 -1.2460 -2.5697
H -2.0094 1.2187 1.6935
H -3.3807 0.1592 1.2444
H -2.7379 1.3053 0.0877
H 0.3761 0.6941 0.2022
H -0.8016 1.2763 -0.7291
H -0.5214 -0.8651 -2.0833
H 0.2758 -1.6352 -0.7026
H 3.0992 -1.0879 -2.5670
H 1.6441 -1.1605 -3.5890
H 1.8293 -2.2763 -2.2701
C 6.4196 -0.2085 6.2875
O 6.8422 -1.5952 6.1249
C 5.8172 -2.6038 6.2496
C 4.7179 -2.5419 5.1345
O 5.2600 -3.1514 3.8981
C 4.3225 -3.0826 2.8056
H 7.3459 0.3398 6.4590
H 5.6962 -0.0267 7.0823
H 5.9432 0.1130 5.3613
H 5.3585 -2.4611 7.2280
H 6.2821 -3.5885 6.2023
H 4.3164 -1.5615 4.8781
H 3.8671 -3.0803 5.5520
H 4.8368 -3.6305 2.0160
H 4.1971 -2.1348 2.2821
H 3.3162 -3.5016 2.8001
C 11.6543 -4.3160 -9.6866
O 10.2093 -4.2770 -9.7050
C 9.6537 -5.2048 -8.8269
C 8.5726 -4.4409 -8.1412
O 8.0114 -5.0867 -6.9916
C 7.0359 -4.2412 -6.4456
H 12.0780 -3.9018 -8.7716
H 11.9624 -3.7491 -10.5650
H 12.2182 -5.2467 -9.7497
H 10.3761 -5.5968 -8.1110
H 9.2008 -6.0873 -9.2788
H 7.8397 -4.1321 -8.8867
H 8.8967 -3.4470 -7.8326
H 6.3562 -4.7376 -5.7530
H 6.4809 -3.6783 -7.1960
H 7.3875 -3.3800 -5.8775
C -5.6011 4.0709 4.9843
O -6.7040 4.6321 5.6596
C -6.3553 5.7296 6.5014
C -7.4915 6.1657 7.4209
O -8.6608 6.4681 6.6248
C -9.4679 5.3114 6.2803
H -5.7757 3.0055 4.8339
H -4.6527 4.2159 5.5017
H -5.5337 4.6046 4.0363
H -6.0648 6.4720 5.7580
H -5.4273 5.6856 7.0715
H -7.1962 6.9185 8.1517
H -7.6893 5.2372 7.9566
H -10.4562 5.6024 5.9243
H -9.5160 4.6017 7.1061
H -8.9141 4.6993 5.5684
C 0.4342 6.2430 5.7764
O 0.8774 6.3441 4.5011
C 2.2583 6.4367 4.4073
C 2.7315 6.2591 3.0709
O 2.7986 4.8980 2.7090
C 2.9928 4.6025 1.3155
H -0.5545 5.7870 5.8298
H 0.4531 7.1588 6.3671
H 0.9538 5.4398 6.2989
H 2.7284 5.6881 5.0450
H 2.5359 7.4486 4.7024
H 3.7812 6.5430 2.9958
H 2.0724 6.8329 2.4195
H 2.9256 3.5186 1.2217
H 3.9987 4.9783 1.1285
H 2.2086 5.1949 0.8441
```

Output
Energy   -3627.25651 hartree
LUMO level   -1.8 eV
SMILES   O=C1C=C(O)C(=O)C=C1O.CN(C)C=O.CN(C)C=O.CN(C)C=O.CN(C)C=O.CN(C)C=O.COCCOC.COCCOC.COCCOC.COCCOC.COCCOC.COCCOC
Charge   0

Results of the Mulliken charge analysis, in e, for atoms 1 through 99: number 1, O, carries -0.583; number 2, C, carries 0.498; number 3, C, carries -0.942; number 4, C, carries 0.394; number 5, O, carries -0.519; number 6, C, carries 0.913; number 7, O, carries -0.614; number 8, C, carries -0.687; number 9, C, carries 0.580; number 10, O, carries -0.498; number 11, H, carries 0.414; number 12, H, carries 0.347; number 13, H, carries 0.390; number 14, H, carries 0.304; number 15, C, carries -1.046; number 16, N, carries 0.076; number 17, C, carries -0.838; number 18, C, carries 0.087; number 19, O, carries -0.571; number 20, H, carries 0.390; number 21, H, carries 0.366; number 22, H, carries 0.305; number 23, H, carries 0.302; number 24, H, carries 0.326; number 25, H, carries 0.275; number 26, H, carries 0.325; number 27, C, carries -0.958; number 28, N, carries 0.104; number 29, C, carries -0.806; number 30, C, carries 0.196; number 31, O, carries -0.636; number 32, H, carries 0.325; number 33, H, carries 0.320; number 34, H, carries 0.329; number 35, H, carries 0.292; number 36, H, carries 0.289; number 37, H, carries 0.306; number 38, H, carries 0.244; number 39, C, carries -0.921; number 40, N, carries 0.174; number 41, C, carries -1.002; number 42, C, carries 0.132; number 43, O, carries -0.591; number 44, H, carries 0.287; number 45, H, carries 0.317; number 46, H, carries 0.327; number 47, H, carries 0.342; number 48, H, carries 0.246; number 49, H, carries 0.376; number 50, H, carries 0.308; number 51, C, carries -0.789; number 52, N, carries 0.127; number 53, C, carries -1.011; number 54, C, carries 0.178; number 55, O, carries -0.627; number 56, H, carries 0.305; number 57, H, carries 0.326; number 58, H, carries 0.205; number 59, H, carries 0.348; number 60, H, carries 0.326; number 61, H, carries 0.344; number 62, H, carries 0.268; number 63, C, carries -0.928; number 64, N, carries 0.121; number 65, C, carries -0.973; number 66, C, carries 0.115; number 67, O, carries -0.589; number 68, H, carries 0.324; number 69, H, carries 0.327; number 70, H, carries 0.347; number 71, H, carries 0.356; number 72, H, carries 0.345; number 73, H, carries 0.295; number 74, H, carries 0.261; number 75, C, carries -0.827; number 76, O, carries -0.291; number 77, C, carries -0.472; number 78, C, carries -0.621; number 79, O, carries -0.291; number 80, C, carries -0.644; number 81, H, carries 0.290; number 82, H, carries 0.332; number 83, H, carries 0.299; number 84, H, carries 0.455; number 85, H, carries 0.361; number 86, H, carries 0.270; number 87, H, carries 0.376; number 88, H, carries 0.216; number 89, H, carries 0.319; number 90, H, carries 0.227; number 91, C, carries -0.729; number 92, O, carries -0.290; number 93, C, carries -0.443; number 94, C, carries -0.277; number 95, O, carries -0.318; number 96, C, carries -0.787; number 97, H, carries 0.244; number 98, H, carries 0.262; number 99, H, carries 0.361

---

# 2
The following is a quantum chemistry calculation of 6 unconnected molecules or ions with the total composition C46H105BIN6O11 at a distorted geometry, from OMol25.

The geometry in XYZ format:
```
170
C46H105BIN6O11 (ωB97M-V/def2-TZVPD)
C 11.5809 1.1229 1.9859
C 10.7487 2.2195 1.0875
C 9.1712 1.7695 1.0759
C 8.3548 2.3455 2.3778
C 7.4063 3.6318 1.8972
C 6.4874 4.0287 3.1988
C 4.9431 3.5821 2.8611
C 4.0262 4.9582 2.8863
C 2.5296 4.5022 2.3002
C 1.7084 3.9113 3.6117
C 0.1134 3.6585 3.3323
C -0.2901 2.1221 2.9278
I 0.6154 1.3073 1.0578
O 0.3738 1.2290 3.9327
B -0.6232 0.7313 4.9007
C -0.7021 -0.9070 5.1057
C 0.7462 -1.6745 5.0426
C 0.5211 -3.3188 4.8356
C 1.5914 -3.9620 3.7692
N 0.9391 -5.2168 3.1988
C 2.0068 -6.0872 2.5530
C 2.0429 -6.3445 0.9257
O 2.9143 -6.6508 3.3940
O -1.9278 1.2962 4.4089
C -1.9412 1.8734 3.0237
C -2.9040 3.1760 2.7570
C -2.6915 3.7203 1.1898
C -4.0766 3.7116 0.3142
C -4.0634 2.7449 -1.0083
O -3.0600 1.6700 -0.9914
C -3.6130 0.4257 -1.6120
O -2.7510 -0.6205 -1.6547
O -2.1754 0.6290 2.2296
C -3.6134 0.3463 2.0993
C -3.9852 -1.2017 1.7057
H 12.0136 1.5660 2.9810
H 10.9466 0.1480 2.2337
H 12.4731 0.7423 1.2925
H 10.8310 3.2740 1.5933
H 11.1076 2.2487 -0.0281
H 8.7002 2.1196 0.0607
H 9.0832 0.5922 1.1089
H 9.0654 2.7346 3.2387
H 7.6395 1.4957 2.8035
H 8.0501 4.5873 1.6318
H 6.7917 3.3628 0.9305
H 6.7972 3.4365 4.1875
H 6.5183 5.1881 3.3692
H 4.5122 2.8500 3.6986
H 4.7924 3.0964 1.8052
H 3.8851 5.2877 4.0237
H 4.4950 5.8511 2.2746
H 2.6608 3.5676 1.5697
H 1.9692 5.3716 1.7526
H 2.2926 2.9946 4.0446
H 1.7776 4.7710 4.4363
H -0.4570 3.9085 4.3422
H -0.2879 4.4428 2.5270
H -0.2107 1.1903 5.9229
H -1.1335 -1.0815 6.1939
H -1.4985 -1.3033 4.3290
H 1.4764 -1.2353 4.2287
H 1.2583 -1.5824 6.1163
H -0.6105 -3.5425 4.5730
H 0.7204 -3.8683 5.8738
H 2.6497 -4.2011 4.2565
H 1.8094 -3.1419 2.9395
H 0.4179 -5.7428 3.9541
H 2.4863 -5.4130 0.3366
H 0.9435 -6.5739 0.5350
H 2.7478 -7.2883 0.7490
H -2.6401 4.0705 3.5023
H -4.0629 2.9647 2.9507
H -2.3895 4.8680 1.3197
H -1.7719 3.2078 0.6772
H -5.0288 3.4566 0.9818
H -4.2613 4.8204 -0.0870
H -5.1531 2.2693 -1.1099
H -3.8842 3.4154 -1.9520
H -4.7091 0.3570 -2.0625
H -4.1037 0.5789 3.1588
H -4.1220 1.0664 1.3150
H -4.3898 -1.7316 2.6771
H -3.1398 -1.7912 1.1487
H -4.9172 -1.1457 0.9642
C -9.1703 -4.4897 -1.6661
C -9.4390 -3.5707 -0.4772
C -8.6572 -2.2381 -0.5381
O -7.2745 -2.3514 -0.1889
C -6.4382 -2.7972 -1.2456
N -9.1585 -4.3044 0.7656
H -8.2002 -4.9898 -1.6025
H -9.9306 -5.2799 -1.7157
H -9.2083 -3.9338 -2.6090
H -10.5076 -3.3244 -0.4965
H -9.0927 -1.5589 0.2052
H -8.7733 -1.7459 -1.5113
H -6.7692 -2.4266 -2.2200
H -6.3871 -3.8870 -1.2468
H -5.4285 -2.4223 -1.0582
H -9.4281 -3.7191 1.5578
H -8.1402 -4.3750 0.8534
C -5.7638 0.3520 -4.8973
C -5.4660 -1.1405 -4.7789
C -4.3753 -1.6319 -5.7585
O -4.8242 -1.7880 -7.1078
C -4.8450 -0.5851 -7.8610
N -6.7189 -1.8914 -4.9458
H -6.3647 0.5941 -5.7778
H -6.3306 0.6975 -4.0230
H -4.8378 0.9350 -4.9432
H -5.0946 -1.3144 -3.7616
H -4.0607 -2.6322 -5.4365
H -3.4806 -0.9989 -5.7172
H -4.0271 0.0882 -7.5885
H -5.8081 -0.0866 -7.7417
H -4.7401 -0.8462 -8.9174
H -6.5319 -2.8804 -4.7732
H -6.9606 -1.8617 -5.9410
C 16.7678 4.1946 -0.0300
C 16.2840 2.7716 0.2370
C 15.2464 2.2690 -0.7933
O 13.9292 2.7945 -0.6051
C 13.7302 4.0875 -1.1560
N 15.7624 2.6947 1.6094
H 16.0324 4.9512 0.2561
H 17.6768 4.4024 0.5492
H 17.0102 4.3352 -1.0887
H 17.1602 2.1156 0.1656
H 15.1493 1.1833 -0.6700
H 15.5871 2.4334 -1.8227
H 14.2943 4.2345 -2.0815
H 13.9926 4.8505 -0.4216
H 12.6658 4.1996 -1.3786
H 15.5272 1.7225 1.8150
H 14.8544 3.1693 1.6163
C -10.3110 4.3858 -2.9140
C -9.2098 5.3846 -2.5671
C -7.8119 4.7387 -2.4287
O -7.6105 4.0303 -1.2023
C -8.1322 2.7103 -1.1958
N -9.5917 6.1108 -1.3472
H -10.6139 3.7772 -2.0579
H -11.2089 4.9142 -3.2597
H -9.9925 3.7131 -3.7174
H -9.1574 6.1047 -3.3929
H -7.0680 5.5449 -2.4272
H -7.5745 4.1015 -3.2892
H -8.0482 2.2271 -2.1736
H -9.1707 2.7210 -0.8613
H -7.5607 2.1247 -0.4708
H -8.8993 6.8406 -1.1718
H -9.4687 5.4673 -0.5595
C -2.0398 -8.9959 -4.0199
C -0.9382 -9.3234 -3.0150
C -1.0733 -8.5562 -1.6794
O -0.6626 -7.1873 -1.7437
C -1.6475 -6.3039 -2.2578
N 0.3684 -9.0839 -3.6448
H -1.8991 -8.0232 -4.4984
H -2.0566 -9.7439 -4.8231
H -3.0242 -9.0029 -3.5400
H -1.0185 -10.3933 -2.7874
H -0.4034 -9.0294 -0.9510
H -2.0860 -8.6392 -1.2666
H -2.6603 -6.6001 -1.9697
H -1.5609 -6.2394 -3.3435
H -1.4510 -5.3072 -1.8539
H 1.1010 -9.3923 -3.0037
H 0.5012 -8.0692 -3.6928
```

Output
Energy   -3293.87413 hartree
LUMO level   1.7 eV
Charge   -1

Results of the Mulliken charge analysis, in e, for atoms 1 through 99: number 1, C, carries -0.817; number 2, C, carries -0.177; number 3, C, carries -0.674; number 4, C, carries -0.609; number 5, C, carries -0.581; number 6, C, carries -0.521; number 7, C, carries -0.411; number 8, C, carries -0.555; number 9, C, carries -0.152; number 10, C, carries -0.631; number 11, C, carries -0.044; number 12, C, carries -0.189; number 13, I, carries -0.194; number 14, O, carries -0.368; number 15, B, carries 0.637; number 16, C, carries -0.300; number 17, C, carries -0.182; number 18, C, carries -0.471; number 19, C, carries -0.349; number 20, N, carries -0.294; number 21, C, carries 0.415; number 22, C, carries -0.616; number 23, O, carries -0.573; number 24, O, carries -0.762; number 25, C, carries 0.625; number 26, C, carries -0.920; number 27, C, carries -0.105; number 28, C, carries -0.758; number 29, C, carries 0.182; number 30, O, carries -0.261; number 31, C, carries 0.712; number 32, O, carries -0.564; number 33, O, carries 0.040; number 34, C, carries 0.569; number 35, C, carries -0.640; number 36, H, carries 0.218; number 37, H, carries 0.306; number 38, H, carries 0.136; number 39, H, carries 0.267; number 40, H, carries 0.069; number 41, H, carries 0.320; number 42, H, carries 0.352; number 43, H, carries 0.267; number 44, H, carries 0.306; number 45, H, carries 0.210; number 46, H, carries 0.312; number 47, H, carries 0.328; number 48, H, carries 0.366; number 49, H, carries 0.079; number 50, H, carries 0.241; number 51, H, carries 0.255; number 52, H, carries 0.317; number 53, H, carries -0.016; number 54, H, carries 0.289; number 55, H, carries 0.060; number 56, H, carries 0.276; number 57, H, carries 0.268; number 58, H, carries -0.104; number 59, H, carries -0.414; number 60, H, carries 0.075; number 61, H, carries -0.167; number 62, H, carries 0.137; number 63, H, carries 0.185; number 64, H, carries 0.311; number 65, H, carries 0.173; number 66, H, carries 0.257; number 67, H, carries 0.249; number 68, H, carries 0.283; number 69, H, carries 0.259; number 70, H, carries 0.105; number 71, H, carries 0.248; number 72, H, carries 0.262; number 73, H, carries 0.440; number 74, H, carries 0.367; number 75, H, carries 0.100; number 76, H, carries 0.121; number 77, H, carries 0.308; number 78, H, carries -0.294; number 79, H, carries 0.310; number 80, H, carries -0.043; number 81, H, carries 0.278; number 82, H, carries -0.549; number 83, H, carries 0.308; number 84, H, carries 0.219; number 85, H, carries -0.109; number 86, C, carries -1.338; number 87, C, carries 0.265; number 88, C, carries -0.601; number 89, O, carries -0.357; number 90, C, carries -0.434; number 91, N, carries -0.764; number 92, H, carries 0.266; number 93, H, carries 0.350; number 94, H, carries 0.316; number 95, H, carries 0.426; number 96, H, carries 0.345; number 97, H, carries 0.331; number 98, H, carries 0.097; number 99, H, carries 0.180

---

| no. | frontier orbital gap (Eh) |
| --- | --- |
| 1 | 0.27397 |
| 2 | 0.21159 |